A structure of composition C42H40IN5O2P2RhS. Source: the OMol25 dataset; level of theory: ωB97M-V/def2-TZVPD.

Computed properties:
- energy relative to the best compared isomer or geometry (same formula, charge and spin) (eV) = 0.189
- orbital gap (alpha / beta) (eV) = 6.98 / 6.03
- largest force on an atom (eV Å⁻¹) = 0.6
- charge = +1
- E_HOMO (alpha / beta) (eV) = -9.62 / -10.30
- LUMO energy (alpha / beta) (eV) = -2.64 / -4.27
- electronic energy (Eh) = -3537.6820
- spin multiplicity = 5

Positions of all 94 atoms, in Å:
Rh  0.25388  -0.08732  1.58510
C  4.22112  -4.37044  1.32447
C  3.75674  -4.20292  2.76615
N  2.36363  -3.77096  2.85126
C  1.97689  -2.50524  2.63123
S  0.27990  -2.17059  2.87068
N  2.89192  -1.64356  2.25268
N  2.41914  -0.40799  2.04642
C  3.22408  0.57032  1.87500
C  4.71289  0.44682  1.86254
C  2.57851  1.88740  1.72338
C  3.31094  3.05026  1.50993
C  2.65443  4.26825  1.45520
C  1.28006  4.30418  1.62517
C  0.61432  3.10593  1.80973
N  1.23829  1.93061  1.84784
H  5.25400  -4.72210  1.29255
H  4.16532  -3.41923  0.79642
H  3.59723  -5.10170  0.80614
H  4.38327  -3.47820  3.28654
H  3.83421  -5.14951  3.29789
H  1.67832  -4.38428  3.25527
H  4.99819  -0.59054  2.00505
H  5.15811  1.05133  2.65591
H  5.11128  0.79805  0.90708
H  4.38403  3.00115  1.39259
H  3.21457  5.17999  1.29284
H  0.72766  5.23384  1.61745
H  -0.46137  3.08394  1.93631
C  -1.34840  -0.36046  -2.48562
N  -1.70396  -0.05010  -1.08550
P  -1.39674  1.48453  -0.47131
C  -2.68787  1.69582  0.86618
C  -2.49510  1.28798  2.18604
C  -3.50545  1.43330  3.12712
C  -4.71602  2.00805  2.77782
C  -4.90853  2.44870  1.47779
C  -3.90529  2.29839  0.53312
C  -1.88914  2.70449  -1.70435
C  -2.93457  2.48301  -2.60011
C  -3.31314  3.47897  -3.48694
C  -2.65697  4.70263  -3.47567
C  -1.61682  4.92682  -2.58563
C  -1.22569  3.92864  -1.70552
P  -1.43394  -1.26608  0.15399
C  -0.88100  -2.75243  -0.70474
C  -1.80314  -3.51210  -1.42652
C  -1.39250  -4.65426  -2.09505
C  -0.06255  -5.04745  -2.03229
C  0.85432  -4.30338  -1.30188
C  0.45208  -3.15628  -0.63690
C  -3.10835  -1.64649  0.72192
C  -4.24982  -1.16338  0.08910
C  -5.50580  -1.46758  0.59488
C  -5.62680  -2.25503  1.73067
C  -4.49063  -2.74382  2.36127
C  -3.23380  -2.44180  1.86245
H  -1.19175  0.56030  -3.04006
H  -2.15762  -0.92360  -2.95031
H  -0.43501  -0.95247  -2.53585
H  -1.58632  0.82026  2.56340
H  -3.33446  1.09039  4.14017
H  -5.50021  2.12006  3.51566
H  -5.84273  2.91443  1.19068
H  -4.08270  2.65772  -0.46867
H  -3.45561  1.53204  -2.60635
H  -4.12100  3.29967  -4.18474
H  -2.95455  5.48169  -4.16614
H  -1.09974  5.87804  -2.58359
H  -0.39275  4.09235  -1.03340
H  -2.84546  -3.21504  -1.44978
H  -2.10789  -5.24175  -2.65559
H  0.25784  -5.94280  -2.54973
H  1.88915  -4.61763  -1.24820
H  1.16795  -2.57151  -0.07559
H  -4.15390  -0.53791  -0.79032
H  -6.39109  -1.08745  0.10033
H  -6.60743  -2.49078  2.12451
H  -4.58274  -3.36148  3.24571
H  -2.34951  -2.82781  2.35662
I  6.87526  1.28172  -4.39198
C  5.07036  1.10496  -3.35969
C  4.01238  1.94972  -3.67288
C  2.81846  1.83725  -2.98044
C  2.67736  0.87561  -1.98586
C  3.73916  0.02844  -1.68271
C  4.93853  0.14429  -2.36453
C  1.40921  0.75102  -1.20690
O  0.53809  1.66980  -1.35448
O  1.26966  -0.24877  -0.47248
H  4.12345  2.69194  -4.45218
H  1.98837  2.49574  -3.20474
H  3.61397  -0.71662  -0.90555
H  5.76736  -0.50998  -2.12746

Forces on the atoms, in the same order (eV/Å):
Rh 0.1 -0.2 0.4
C 0.0 -0.1 0.0
C 0.0 0.0 -0.1
N 0.2 0.1 0.1
C 0.0 0.0 0.0
S -0.2 0.0 0.2
N 0.4 -0.4 0.1
N -0.4 0.0 -0.2
C 0.2 0.1 0.0
C 0.0 0.1 0.0
C -0.1 0.2 0.0
C 0.0 0.0 0.0
C 0.0 0.0 0.0
C 0.0 0.0 0.0
C 0.0 0.0 0.0
N 0.0 0.0 -0.1
H 0.0 0.0 0.0
H 0.0 0.0 0.0
H 0.0 0.0 0.0
H 0.0 0.0 0.0
H 0.0 0.0 0.0
H 0.0 -0.1 -0.1
H 0.0 0.0 0.0
H 0.0 0.0 0.0
H 0.0 0.0 0.0
H 0.0 0.0 0.0
H 0.0 0.0 0.0
H 0.0 0.0 0.0
H 0.0 0.0 0.0
C 0.0 0.0 0.0
N 0.2 -0.2 0.1
P 0.1 0.2 -0.1
C -0.1 0.0 -0.1
C -0.2 0.0 0.2
C 0.0 0.0 0.1
C 0.0 0.0 0.0
C 0.0 0.0 0.0
C 0.0 0.0 0.0
C -0.1 0.0 0.0
C 0.0 0.0 0.0
C 0.0 0.0 0.0
C 0.0 0.0 0.0
C 0.0 0.0 0.0
C 0.0 0.0 0.0
P 0.1 0.4 -0.1
C -0.1 0.0 -0.1
C 0.0 0.0 0.0
C 0.0 0.0 0.0
C 0.0 0.0 0.0
C 0.0 -0.1 0.0
C -0.1 0.1 0.0
C 0.0 -0.1 0.0
C 0.0 0.0 0.0
C 0.0 0.0 0.0
C 0.0 0.0 0.0
C 0.0 0.0 0.0
C 0.0 0.0 0.0
H 0.0 0.0 0.0
H 0.0 0.0 0.0
H 0.0 0.0 0.0
H 0.1 0.1 -0.3
H 0.0 0.0 0.0
H 0.0 0.0 0.0
H 0.0 0.0 0.0
H 0.0 0.0 0.0
H 0.0 0.0 0.0
H 0.0 0.0 0.0
H 0.0 0.0 0.0
H 0.0 0.0 0.0
H 0.0 0.0 0.0
H 0.0 0.0 0.0
H 0.0 0.0 0.0
H 0.0 0.0 0.0
H 0.0 0.0 0.0
H 0.0 0.0 0.0
H 0.0 0.0 0.0
H 0.0 0.0 0.0
H 0.0 0.0 0.0
H 0.0 0.0 0.0
H 0.0 0.0 0.0
I -0.1 0.0 0.0
C 0.0 0.0 0.0
C 0.1 0.0 -0.1
C 0.0 0.0 0.1
C 0.0 0.1 0.0
C 0.0 0.0 0.0
C 0.1 0.0 0.0
C 0.0 -0.2 -0.1
O 0.0 0.1 0.0
O -0.1 0.2 0.0
H 0.0 0.0 0.0
H 0.0 0.0 0.0
H 0.0 0.0 0.0
H 0.0 0.0 0.0